# 1
The following is a quantum chemistry calculation of 2 unconnected molecules or ions with the total composition C5H14 in a non-equilibrium geometry, from the Open Molecules 2025 dataset.

Each line ends with the Löwdin spin population.
Cartesian coordinates (Å):
1 C -0.32 -1.95 -1.95  0.075
2 C 0.70 -2.23 -0.85  0.155
3 H 0.12 -2.15 -2.93  0.009
4 H -1.16 -2.65 -1.85  0.011
5 H -0.73 -0.94 -1.96  0.006
6 H 0.79 -3.22 -0.41  0.022
7 H 1.70 -1.99 -1.24  0.034
8 H 0.57 -1.59 0.02  0.026
9 C -0.54 1.92 1.29  0.081
10 C 0.83 1.55 1.84  0.218
11 C -0.85 1.24 -0.06  0.126
12 H -0.60 3.00 1.10  0.017
13 H -1.32 1.68 2.01  0.019
14 H 1.58 1.67 1.06  0.047
15 H 1.08 2.17 2.70  0.038
16 H -0.08 1.42 -0.82  0.033
17 H -1.88 1.35 -0.39  0.021
18 H 0.82 0.53 2.24  0.048
19 H -0.72 0.18 0.19  0.015

## Properties
- Energy relative to the best compared isomer or geometry (same formula, charge and spin): 28.4 kJ/mol
- Gap between HOMO and LUMO (alpha / beta): 2.633 / 11.729 eV
- Spin multiplicity: 2
- HOMO (alpha / beta): 1.5615 / -7.4725 eV
- Total charge: -1



# 2
The following is a quantum chemistry calculation of a molecular structure, C20H28LuO4S2 in a non-equilibrium geometry, from the Open Molecules 2025 dataset.

Each line ends with the Mulliken charge.
Cartesian coordinates (Å):
1 Lu -0.36 -0.73 -1.18  1.694
2 C -2.11 0.89 -3.58  -0.832
3 O -1.24 -0.17 -3.15  -0.434
4 C -1.42 -1.42 -3.86  -0.799
5 C -2.29 -2.37 -3.02  -0.382
6 O -1.59 -2.57 -1.78  -0.381
7 C -1.85 -3.86 -1.19  -0.817
8 H -2.21 0.90 -4.66  0.373
9 H -1.65 1.83 -3.27  0.269
10 H -3.10 0.80 -3.13  0.358
11 H -0.42 -1.86 -3.98  0.262
12 H -1.86 -1.25 -4.84  0.579
13 H -2.43 -3.32 -3.54  0.522
14 H -3.28 -1.93 -2.82  0.301
15 H -1.65 -4.66 -1.91  0.413
16 H -2.89 -3.94 -0.86  0.340
17 H -1.18 -3.98 -0.34  0.222
18 O 0.85 -2.02 -0.18  -0.383
19 S 1.41 -2.11 1.25  0.138
20 C 2.16 -0.43 1.41  -0.355
21 C 3.25 -0.24 0.36  -0.604
22 C 3.65 1.24 0.20  -0.865
23 C 3.41 1.83 -1.17  -1.018
24 S 1.68 2.01 -1.75  0.215
25 O 1.12 0.56 -1.72  -0.239
26 C 0.90 2.70 -0.26  0.826
27 C -0.26 2.12 0.24  -0.052
28 C -0.86 2.63 1.38  -0.724
29 C -0.31 3.73 2.02  -0.779
30 C 0.83 4.34 1.49  -0.610
31 C 1.43 3.83 0.35  -0.593
32 C -0.05 -1.73 2.26  0.591
33 C 0.04 -1.95 3.63  -0.572
34 C -1.03 -1.64 4.45  -0.650
35 C -2.20 -1.12 3.91  -0.647
36 C -2.30 -0.93 2.54  -1.176
37 C -1.23 -1.23 1.71  0.388
38 H 2.56 -0.34 2.42  0.590
39 H 1.33 0.29 1.29  -0.006
40 H 2.90 -0.64 -0.60  0.361
41 H 4.12 -0.83 0.65  0.500
42 H 4.73 1.32 0.38  0.483
43 H 3.16 1.84 0.96  0.463
44 H 3.88 1.24 -1.96  0.497
45 H 3.83 2.84 -1.22  0.578
46 H -0.80 1.32 -0.35  0.356
47 H -1.77 2.19 1.77  0.522
48 H -0.78 4.13 2.90  0.454
49 H 1.24 5.21 1.97  0.471
50 H 2.29 4.33 -0.06  0.490
51 H 0.94 -2.39 4.05  0.533
52 H -0.96 -1.80 5.51  0.460
53 H -3.03 -0.89 4.54  0.473
54 H -3.22 -0.56 2.12  0.556
55 H -1.39 -1.17 0.60  0.642

## Properties
- Energy relative to the best compared isomer or geometry (same formula, charge and spin): 118.7 kJ/mol
- Gap between HOMO and LUMO: 8.723 eV
- Spin multiplicity: 1
- HOMO: -18.4675 eV
- Total charge: +3